# C33H53BCrF10N4OPS2Si

A structure of composition C33H53BCrF10N4OPS2Si (wB97M-V/def2-TZVPD, the Open Molecules 2025 dataset).

ΔE to the lowest compared entry with this formula, charge and spin (kcal/mol): 0.00
M (g/mol): 897.8
Frontier orbital gap (spin up / spin down) (eV): 6.6 / 6.9
Charge: -2
Expectation value of S²: 8.812
Multiplicity: 6

Structure (XYZ):
```
107
Properties=species:S:1:pos:R:3:forces:R:3
H -1.913751 3.360124 -1.609957 -0.0063 0.0015 -0.0103
H 0.350348 2.287174 3.160276 -0.0060 0.0137 -0.0478
C -1.163566 -0.204965 1.893876 0.0786 -0.0641 0.0449
H 2.531613 5.507201 -1.372352 -0.0068 0.0057 -0.0168
H -4.598196 0.200053 2.024107 0.0001 -0.0131 -0.0117
H -1.125962 -1.295588 1.860274 0.0145 -0.0008 -0.0074
H -0.341331 0.023640 -6.332376 0.0074 -0.0079 -0.0003
H 3.609808 -2.868586 3.149112 -0.0246 -0.0180 -0.0308
C -2.324734 3.110778 -3.697271 -0.0138 0.0038 -0.0130
H -0.414860 1.545244 4.555058 0.0080 0.0111 -0.0004
C 2.809236 -2.122619 3.198399 -0.2030 0.0142 -0.0114
F 1.139174 -3.569967 -0.237340 -0.0840 0.0000 -0.0149
H -5.040610 -1.169277 0.533743 -0.0061 0.0084 0.0259
C -6.475930 -3.044963 -0.716701 -0.0071 0.0084 -0.0015
C -0.698377 1.796934 -2.613782 -0.1161 0.0185 -0.0735
F 3.078338 1.011516 -5.127257 0.0111 0.0004 0.0048
H -2.450861 2.210761 2.352877 0.0145 0.0166 0.0157
C 2.264635 4.455118 -1.523437 -0.0052 -0.0300 -0.0694
C -0.201510 4.967221 0.108693 -0.0291 -0.0243 0.0237
F 4.059730 2.998376 -4.538601 -0.0044 0.0026 -0.0055
C -4.466691 -3.000610 -2.238698 0.0186 -0.0105 0.0222
H 2.420243 5.407782 1.532303 0.0143 0.0004 -0.0100
H -3.432429 2.201912 0.872009 0.0167 -0.0066 -0.0034
H -1.547562 -3.524158 -3.506436 -0.2202 0.0976 -0.1086
F 5.350766 1.119319 -4.817973 0.0233 0.0070 -0.0105
C -2.628428 -1.533284 -1.855030 -0.1461 0.1800 -0.1293
H 1.705201 0.090376 4.548309 -0.0204 -0.0509 -0.0188
C 0.904203 -1.603249 -5.667990 -0.0142 -0.0091 -0.0226
F -0.560206 -3.573057 -1.792876 0.3278 -0.1399 0.2807
H -0.216392 3.300331 4.491787 0.0030 0.0010 -0.0022
C 1.461998 -1.515730 -3.360105 0.0104 0.0109 -0.0612
F -0.048543 -1.641482 -0.649103 0.0960 -0.1874 0.1076
H 3.231089 2.114217 2.934121 0.0467 0.0305 -0.0367
C -4.508761 -1.548412 -0.323995 0.0311 -0.0004 0.0071
H -3.087802 -3.810509 -4.342451 -0.0594 0.0206 -0.0337
C -5.120100 -2.508970 -1.105674 0.0191 0.0061 0.0076
Cr 0.751605 0.815041 -1.442987 0.1846 0.7729 0.4735
C 1.549452 -2.164096 -4.579364 -0.0010 0.0072 0.0241
C 1.669552 -2.654581 4.076859 -0.0506 0.0372 0.0051
H -1.655749 2.177414 0.760653 0.0020 0.0230 -0.0174
C 1.609225 2.204529 4.933616 -0.0250 -0.0015 0.0205
C -2.515231 1.823466 1.331762 0.0433 -0.0309 0.0187
N -2.470512 -0.123650 -0.035616 -0.1583 0.1423 -0.0457
H 3.240566 -1.255339 3.678147 0.0549 0.0585 0.0477
H -0.129593 -4.269922 2.598129 -0.0127 0.0224 -0.0422
H -0.797018 4.950397 -0.805423 0.0048 0.0168 0.0062
C -3.214608 -2.520392 -2.619427 0.0018 -0.0283 -0.0787
F -1.059845 -3.388608 0.447290 0.0135 -0.0339 -0.0004
N 0.775532 -0.387365 -3.194628 0.0707 -0.2509 -0.1258
F 4.034342 0.000061 -3.307239 0.0174 0.0212 -0.0085
H 1.952391 -1.904397 -2.477524 -0.0102 -0.0137 -0.0054
C 3.015288 1.061099 3.115275 -0.0176 -0.0330 -0.0611
H 2.487715 -2.490467 1.130736 -0.0868 0.0044 0.0435
H 2.119271 -3.078390 -4.659577 0.0050 -0.0030 -0.0072
H -0.351766 0.178490 1.275936 -0.0572 0.0263 0.0750
H 1.444567 -4.489652 1.892280 0.0092 0.0127 -0.0126
H 2.227817 3.083523 4.723403 0.0075 -0.0050 0.0155
H -1.654045 -1.136864 -2.105626 -0.0941 0.0177 -0.0665
H 0.743527 -2.148094 3.786676 0.0028 -0.0146 0.0108
H -0.851162 4.691387 0.944250 0.0026 -0.0234 0.0131
C 1.473662 -4.170095 4.055664 0.0235 0.0061 0.0190
S 2.779784 -0.426291 -0.393472 -0.0671 -0.1763 -0.2913
H -4.945565 -3.773034 -2.833656 -0.0020 0.0010 -0.0035
C 0.178105 -0.439426 -5.503404 -0.0076 0.0063 -0.0223
H 3.988936 0.562324 3.099833 -0.0303 -0.0296 0.0291
H -1.019107 0.135778 2.921974 -0.0208 0.0090 0.0128
C -3.622305 -0.220716 2.277146 -0.0215 0.0130 -0.0021
H 0.137404 5.996554 0.266616 -0.0181 0.0048 0.0037
C -2.487592 -3.063948 -3.818497 -0.0212 -0.0434 -0.1238
H -6.411794 -3.660832 0.183703 0.0001 -0.0070 0.0011
C 2.465242 -0.537629 1.260371 -0.2142 0.1574 0.2751
C 2.378085 4.316981 1.452979 0.0492 -0.0548 -0.0036
H -6.897951 -3.661568 -1.511502 -0.0017 0.0022 -0.0049
P 4.049944 1.499942 -3.924686 -0.0144 -0.0446 0.0064
H 1.681427 4.374869 -2.443837 -0.0056 -0.0083 0.0037
C -3.226550 -1.034654 -0.669559 0.0458 -0.0659 0.0147
C 0.121383 0.149305 -4.245595 -0.0991 0.0240 0.0499
H 3.175518 0.766054 5.233185 -0.0021 -0.0029 -0.0018
N 2.452240 -1.759390 1.833010 0.4704 0.0718 -0.1624
C 2.374582 0.951643 4.508239 0.0332 0.0187 0.0113
C 0.258200 2.348119 4.245542 -0.0237 0.0134 -0.0525
H 0.846500 -4.444917 4.910351 -0.0085 -0.0080 -0.0129
H 2.446200 -4.647955 4.229319 0.0007 0.0087 0.0241
C 0.850709 -4.710393 2.778100 -0.0032 -0.0208 -0.0259
Si 1.308134 3.833326 -0.042711 -0.0558 0.0641 -0.0322
H -3.095493 3.845263 -3.879247 0.0023 0.0041 0.0031
N 2.219114 0.611693 1.971005 0.1703 -0.2222 -0.0226
F 2.741611 1.877466 -3.028770 0.0361 -0.0709 -0.0638
H -3.384114 0.092055 3.297095 -0.0100 0.0141 0.0090
H 2.017410 1.351404 1.287947 -0.1374 0.0968 0.0568
H 1.888027 -2.356066 5.108093 -0.0057 0.0285 -0.0072
O 0.945377 2.266687 -0.027779 0.0332 -0.2229 0.0276
C -0.673474 1.319662 -3.898027 0.0546 -0.1231 0.0526
S -1.782823 2.104568 -4.978857 -0.0272 0.0204 -0.0084
H 0.730567 -5.795137 2.830898 -0.0024 0.0028 0.0095
H 3.178423 3.881178 -1.686160 0.0059 0.0265 0.0288
H 1.985008 3.933852 2.397672 -0.0318 -0.0058 0.0322
H 3.404748 3.958719 1.327050 -0.0154 -0.0454 0.0371
C -1.677652 2.839882 -2.528874 0.0230 -0.0374 0.0068
C -2.512793 0.290126 1.350258 0.0000 -0.0562 -0.0804
H -2.241511 -2.262101 -4.517231 -0.0085 0.0269 -0.0341
H -7.177708 -2.234306 -0.509286 -0.0046 0.0017 0.0038
F 5.013924 1.987968 -2.718083 -0.0018 0.0086 -0.0040
H 1.462217 2.183907 6.018681 -0.0043 0.0068 -0.0005
H 0.963056 -2.072717 -6.643160 0.0008 0.0030 0.0003
B -0.145716 -3.044714 -0.563854 0.2345 -0.0162 0.1853
H -3.684493 -1.309677 2.268372 0.0072 0.0004 -0.0146
```
Forces are in eV/Å.

Results of the Löwdin charge analysis, in e, for atoms 1 through 8: 0.07, 0.06, -0.03, 0.02, 0.07, 0.08, 0.09, 0.13

***

# C33H53F18IN2O12P

A cluster of 7 separate species, C33H53F18IN2O12P in total in a non-equilibrium geometry (wB97M-V/def2-TZVPD, the Open Molecules 2025 dataset).

M (g/mol): 1169.6
Frontier orbital gap (eV): 8.9
Charge: +1
Multiplicity: 1

Structure (XYZ):
```
120
Properties=species:S:1:pos:R:3:forces:R:3
C -1.306903 0.843824 -2.386244 0.1935 0.1356 0.4585
H 13.396888 -4.353693 -3.373432 0.0742 -0.0614 0.0273
C -6.815220 1.887607 2.966781 0.3035 -0.4786 -0.2577
O -11.601829 -2.862754 -5.036930 -0.1566 0.0616 0.1188
H 11.834056 0.652033 0.948438 -0.1758 -0.0321 0.0899
H 0.461636 3.202564 3.531045 0.0419 0.2331 0.0279
C -10.410381 -1.946340 -7.813585 -0.3025 -0.0063 0.0636
H -5.268119 0.022636 3.670685 0.0673 -0.6183 -0.0216
N -2.213363 1.146659 3.263307 0.0591 -0.0740 0.2650
H -9.240672 -0.528189 -6.701426 -0.1292 0.1293 0.1067
C -9.199339 3.058271 -0.658259 -0.4187 -0.3181 -0.2400
O 4.509511 -0.946002 0.158223 -0.2794 0.0877 -0.0422
H -7.608068 0.008010 2.693665 -0.1610 -0.0870 -0.0547
C 10.751238 0.218355 3.221288 0.2710 0.1479 -0.4731
C 12.489046 0.877819 1.785656 0.2487 0.5716 -0.3002
H -5.048741 2.303913 1.744189 0.0428 0.0729 -0.2527
F -7.834606 4.848463 -1.453596 -0.0372 -0.2393 0.1767
H -0.141377 -0.851331 -1.717385 -0.0760 -0.0077 0.0591
N -7.929371 0.944024 2.896269 0.1253 0.4278 0.1857
H -0.749903 -2.157915 1.978140 0.3167 0.0040 0.1510
F -7.555303 4.199356 0.595320 -0.0051 -0.0894 -0.2140
H -4.186760 -0.153694 2.259468 0.2636 -0.3259 0.2058
H -3.853978 2.412016 3.577765 0.1595 0.2860 0.1769
C 3.865880 -1.412218 1.049318 0.6075 -0.2434 0.1389
H 6.075306 -0.843009 3.616183 0.0867 -0.0916 0.0619
C -11.743869 -1.677174 -5.068367 0.4542 -0.0828 -0.2437
C 14.739673 -3.005856 -2.348078 0.3657 -0.1630 -0.3938
C 13.030609 -3.222981 -0.750256 0.4318 -0.1138 -0.2881
C 5.731336 -2.356731 2.127216 0.6910 -0.1257 0.1420
H -5.979562 0.841157 1.322667 0.0124 0.1805 -0.4818
F 1.740529 -2.453580 0.839472 0.1187 0.1865 0.0729
F 11.147052 -3.198729 0.689346 0.2297 0.0914 -0.1021
O -9.753206 2.687952 0.337646 0.2448 0.0325 0.0923
H -3.641643 1.151629 4.804763 0.0601 -0.0885 0.2553
O -2.092082 -1.542136 -3.308535 0.0061 -0.0381 -0.1607
O -9.597179 2.882560 -1.903274 0.2019 0.0819 0.1100
C 12.580194 2.367717 2.041652 -0.1664 0.0127 0.2646
C -0.338763 -0.787254 4.641767 0.4602 0.8204 -1.4075
H -9.569792 -2.290078 -8.414655 0.0328 0.0278 0.0162
F -6.864393 2.950487 -1.042127 -0.1816 0.0761 0.1119
H -0.486855 -0.190678 5.531495 -0.0345 -0.0886 0.2913
H 0.770486 1.550591 3.925960 0.0619 -0.2109 0.0262
F 11.440859 -1.457152 -0.559686 0.1598 -0.1467 0.1154
O 13.096795 -4.415651 -0.736510 -0.1633 0.0639 0.1245
H 12.987715 2.874063 1.167659 0.0257 -0.0329 -0.0174
F -1.840222 -2.203535 -5.912086 0.0124 0.2719 0.0896
F 1.929644 -0.932161 2.376007 0.0925 -0.0120 -0.2367
H -2.465777 -2.006430 1.746233 -0.2604 -0.0392 -0.0451
H -2.247510 0.531984 -1.930899 -0.0171 -0.1529 -0.1254
C 6.471439 -1.143814 2.645408 -0.3103 0.2570 -0.0373
C 12.074826 -2.414626 0.140406 -0.4538 0.1694 0.2712
C 0.091602 2.195888 3.377475 -0.1770 -0.2821 0.1126
C 14.095078 -3.550505 -3.604302 -0.3031 0.0137 0.0929
C 0.174359 1.844493 1.905412 0.3837 0.3971 0.3211
H -7.162759 2.845179 2.608123 -0.1077 0.2860 0.1486
F 12.756910 -1.815941 1.135302 -0.0819 -0.3277 -0.2872
O 13.766438 -2.392472 -1.475773 -0.1412 0.0651 0.1754
H -11.076785 -2.789611 -7.639167 0.0727 -0.0560 0.0343
F 10.592007 -1.920707 4.218083 -0.0357 0.2352 -0.0588
C -1.712778 -0.714243 -4.084363 -0.0607 0.1972 0.3985
H 1.206893 1.917427 1.598204 0.1298 0.1521 -0.3280
H -11.977796 3.975613 -2.444638 -0.0472 -0.0641 -0.0926
O 4.302250 -2.124974 2.072318 -0.2879 0.0463 -0.0692
C -1.681021 -0.916754 -5.607774 0.0912 -0.1566 -0.4573
H 13.224594 2.567977 2.898255 0.0888 -0.0130 -0.0684
H 0.815093 0.547095 -2.174696 0.0092 0.1148 0.0850
H -0.134763 0.828787 1.700012 -0.2295 -0.0577 -0.1809
O -10.997070 -0.804286 -5.732876 -0.1437 0.0611 0.1764
H -1.395542 -0.778530 1.094014 0.1139 0.0576 -0.0948
F -12.275669 -0.280141 -3.229559 -0.0351 -0.1344 -0.1827
H -10.855467 1.849623 -3.116346 0.2367 0.0945 -0.0345
F -13.447439 -0.013445 -5.041550 0.1838 -0.1567 0.1490
F -2.674285 -0.216700 -6.180993 0.1744 -0.1059 0.1307
H -1.776038 3.107754 3.780553 -0.2671 0.1215 -0.0814
C -1.563299 -1.442726 1.940607 0.2368 0.6378 -0.1114
H 15.443454 -2.215090 -2.596730 -0.1097 0.1360 0.1218
C -4.647742 0.543416 2.951828 -0.4849 0.7723 -0.0843
C -0.108004 0.237334 -1.684594 -0.0753 -0.2119 -0.3097
C -12.828324 -0.927407 -4.278969 -0.6038 0.1731 0.1571
C 10.465755 -0.609056 4.486321 -0.0430 -0.2707 0.6035
H 14.856365 -3.939190 -4.278980 0.0369 0.0257 0.0132
C -1.323805 2.135632 3.943485 0.1845 0.6559 -0.6169
O -1.299405 0.512606 -3.784448 -0.1173 -0.0553 -0.1509
H 11.601619 2.792881 2.260804 -0.0298 -0.0128 -0.0916
C -3.632373 1.363481 3.746706 -0.0647 -0.1169 -0.5778
H -9.374401 -2.094920 -5.914537 -0.1595 -0.0564 0.0870
H 7.532715 -1.359801 2.751216 -0.0002 -0.0464 -0.0007
F -0.517018 -0.497101 -6.123953 -0.2467 -0.0810 0.1019
F 11.325633 -0.304036 5.467908 -0.1657 -0.0256 -0.2032
H -2.255341 1.310218 2.251785 0.3568 0.3011 0.0157
H 6.092783 -2.664760 1.147409 -0.1625 0.1176 -0.1057
F 1.876906 -0.365248 0.284303 0.2446 -0.2017 0.2609
H 15.285423 -3.776766 -1.805949 -0.1530 -0.0453 0.1042
H -10.966752 -1.198369 -8.378985 0.0959 0.0429 -0.0351
H -6.486363 1.980176 4.003878 -0.1095 0.2701 0.1811
F 9.226700 -0.404115 4.947772 0.1960 0.0480 -0.2603
H -10.870698 1.292586 -1.451665 0.1299 0.0864 0.1379
I -0.962947 3.234914 0.722003 0.0452 -0.2325 0.0134
F -13.747832 -1.766279 -3.808933 0.2756 0.1215 -0.0798
C -7.846012 3.784701 -0.642967 0.3871 0.3860 -0.0112
H 13.470967 0.477994 1.555400 0.0076 -0.1511 0.1749
C -12.033400 3.085599 -1.817249 0.1663 0.2522 0.1609
H -0.077081 0.549324 -0.643900 -0.0385 0.0925 -0.0210
H -12.054563 3.416741 -0.779819 -0.0308 -0.0940 0.0337
H -0.283341 -1.842661 4.875887 -0.3081 -0.2419 0.2169
O 12.045913 0.175312 2.965568 -0.0528 -0.0819 0.1617
O 9.911822 0.768917 2.567954 -0.2023 -0.1557 0.2442
H 5.862670 -3.197719 2.803467 -0.2463 -0.0131 0.0314
H 13.537049 -2.765548 -4.115692 0.0970 0.0373 -0.0445
C -10.850428 2.180315 -2.081762 -0.5695 -0.1948 -0.1770
H 6.361481 -0.296100 1.970428 0.0916 -0.0385 -0.0729
H -1.262305 1.929135 -2.333973 0.0063 0.0126 -0.2474
P -1.817880 -0.621425 3.563140 -1.3835 -1.8719 1.4013
H 0.598476 -0.535442 4.158261 0.1643 0.0967 0.1397
C 2.336834 -1.289066 1.134046 -0.4216 0.0184 -0.0956
H -8.575347 1.254370 2.182981 -0.0984 -0.2609 -0.0683
H -1.373994 1.969620 5.011276 0.1058 -0.3096 0.1863
C -9.914990 -1.359724 -6.509453 0.3967 -0.1403 -0.3631
C -5.594271 1.446405 2.134913 -0.1294 -0.2844 0.4282
H -12.962390 2.559363 -2.030608 0.0216 -0.0386 -0.0383
```
Forces are in eV/Å.

Results of the Löwdin charge analysis, in e, for atoms 1 through 8: -0.21, 0.08, -0.27, 0.18, 0.11, 0.12, -0.06, 0.12